Model w:
Here is a gas-phase ion, C4H7N2 (charge +1) from OMol25. Energies are from ωB97M-V with the def2-TZVPD basis set.

Output
**HOMO (alpha / beta)**: -11.3 / -16.1 eV
**Charge**: +1
**2S+1**: 3
**Gap between HOMO and LUMO (alpha / beta)**: 8.20 / 7.86 eV
**Expectation value of S²**: 2.0090

Cartesian coordinates (Å):
C 1.989 0.167 1.074
C -0.828 -1.076 0.170
C -1.082 0.378 0.070
C 1.662 0.181 -0.316
N 2.334 -0.860 0.419
N -0.007 -0.243 -0.672
H 1.970 0.625 2.035
H -0.363 -1.482 1.057
H -1.475 -1.771 -0.349
H -1.922 0.761 -0.495
H -0.776 1.016 0.889
H 2.042 0.750 -1.142
H -0.082 -0.336 -1.682


Model x:
Here is a gas-phase ion, C4H7N2 (charge +1) from OMol25. Energies are from ωB97M-V with the def2-TZVPD basis set.

Output
**HOMO (alpha / beta)**: -11.1 / -16.8 eV
**Charge**: +1
**2S+1**: 3
**Gap between HOMO and LUMO (alpha / beta)**: 6.19 / 7.27 eV
**Expectation value of S²**: 2.0161

Cartesian coordinates (Å):
C 0.628 -1.529 -0.123
C 1.256 1.632 0.003
C -0.276 -0.386 -0.495
C -1.523 -0.218 0.350
N 1.618 -0.843 0.308
N 0.882 0.438 -0.040
H 0.551 -2.600 -0.149
H 2.243 1.876 0.384
H 0.602 2.425 -0.345
H -0.474 -0.239 -1.563
H -1.882 0.808 0.310
H -1.325 -0.485 1.386
H -2.300 -0.878 -0.026


How far above the most stable structure does each one sit? In eV: model w 0.408; model x 0.000.


Model w:
Here is 2 unconnected molecules or ions with the total composition CH6N3O from OMol25. Energies are from ωB97M-V with the def2-TZVPD basis set.

Output
**HOMO (alpha / beta)**: -1.5 / -1.5 eV
**Charge**: -1
**Gap between HOMO and LUMO (alpha / beta)**: 5.99 / 5.99 eV

Cartesian coordinates (Å):
C 0.776 -0.406 -0.191
N -0.161 2.305 0.801
N 0.112 1.138 1.424
N 0.588 -0.010 1.080
O -1.383 -1.743 -1.721
H 0.943 0.322 -0.993
H 1.411 -1.288 -0.248
H -1.543 -2.498 -1.155
H 0.102 2.198 -0.185
H -0.691 -1.193 -1.220
H -0.154 1.175 2.408


Model x:
Here is 2 unconnected molecules or ions with the total composition CH6N3O from OMol25. Energies are from ωB97M-V with the def2-TZVPD basis set.

Output
**HOMO (alpha / beta)**: -2.1 / -1.2 eV
**Charge**: -1
**Gap between HOMO and LUMO (alpha / beta)**: 7.03 / 6.10 eV

Cartesian coordinates (Å):
C 1.346 0.606 0.207
N -2.171 -0.866 -0.109
N -1.944 0.483 -0.389
N 0.472 0.116 1.145
O 0.384 -1.145 1.410
H 2.182 1.301 0.617
H 1.837 -0.043 -0.479
H 0.598 1.366 -0.289
H -2.105 -1.400 -1.043
H -1.327 -1.230 0.342
H -1.957 1.038 0.493


How far above the most stable structure does each one sit? In eV: model w 0.000; model x 2.255.